(1)
C21H53AsF6MgN2O15 as an isolated structure, computed with ωB97M-V with the def2-TZVPD basis set.

Output
**Kohn-Sham gap**: 7.719 eV
**Strongest force on any atom**: 0.084 Eh/bohr
**Energy above the lowest of the compared OMol25 structures with the same formula, charge and spin**: 408.2 kJ/mol
**LUMO**: -0.38 eV

The geometry in ORCA input format:
```
! wB97M-V def2-TZVPD RIJCOSX def2/J DEFGRID3
* xyz 0 1
Mg 0.24 -0.13 1.03
N 2.42 1.07 -0.83
O 3.20 0.31 -1.32
O 1.61 0.66 -0.02
O 2.34 2.24 -1.24
As -1.28 3.07 1.84
F -0.46 1.62 1.12
F -2.75 2.84 0.82
F -2.11 4.48 2.64
F 0.17 3.32 2.85
F -0.60 4.06 0.54
F -1.92 1.97 3.06
C 6.55 -2.14 2.68
N 5.86 -0.83 3.02
O 6.40 -0.15 3.88
O 4.71 -0.59 2.59
H 7.60 -2.11 2.97
H 6.53 -2.15 1.59
H 5.95 -2.89 3.20
C 2.42 -2.44 0.86
O 1.13 -1.80 0.62
C 0.68 -2.28 -0.68
C -0.81 -1.84 -0.95
O -0.95 -0.58 -0.38
C -1.72 0.34 -1.13
H 2.93 -2.04 1.73
H 3.13 -2.39 0.04
H 2.29 -3.50 1.07
H 0.80 -3.36 -0.71
H 1.28 -1.85 -1.49
H -1.34 -2.45 -0.21
H -1.25 -2.04 -1.93
H -2.72 0.44 -0.70
H -1.86 0.09 -2.18
H -1.36 1.37 -1.15
C -2.90 -4.69 1.27
O -1.86 -5.60 1.43
C -2.38 -6.96 1.60
C -3.12 -7.35 2.92
O -2.41 -7.08 4.12
C -3.28 -6.70 5.23
H -3.73 -4.74 1.98
H -3.39 -4.82 0.31
H -2.48 -3.69 1.29
H -1.52 -7.62 1.54
H -3.10 -7.19 0.81
H -3.20 -8.44 2.94
H -4.08 -6.86 2.75
H -2.75 -6.68 6.19
H -4.13 -7.37 5.32
H -3.52 -5.64 5.14
C 4.72 6.26 -3.32
O 3.56 5.65 -3.07
C 2.48 6.37 -3.78
C 1.11 5.98 -3.30
O 1.18 4.70 -2.63
C -0.17 4.30 -2.40
H 4.87 7.25 -2.89
H 4.89 6.37 -4.40
H 5.58 5.74 -2.90
H 2.63 5.95 -4.78
H 2.60 7.45 -3.89
H 0.49 5.92 -4.20
H 0.70 6.70 -2.59
H -0.71 4.34 -3.34
H -0.83 4.86 -1.74
H -0.15 3.28 -2.01
C 2.17 0.94 3.11
O 1.19 0.05 2.61
C 0.51 -0.56 3.73
C -0.33 -1.71 3.13
O -1.12 -1.13 2.10
C -2.49 -0.98 2.55
H 2.80 0.55 3.91
H 1.70 1.85 3.49
H 2.88 1.31 2.37
H -0.07 0.17 4.31
H 1.30 -1.04 4.30
H -0.97 -2.23 3.84
H 0.38 -2.46 2.77
H -2.95 -1.97 2.58
H -3.11 -0.47 1.81
H -2.65 -0.48 3.50
C -4.05 3.36 -3.13
O -3.11 2.30 -3.33
C -2.61 2.41 -4.67
C -1.59 1.22 -4.94
O -0.58 1.16 -3.88
C 0.34 0.06 -4.20
H -3.57 4.29 -2.84
H -4.62 3.28 -2.20
H -4.70 3.55 -3.98
H -2.06 3.32 -4.89
H -3.53 2.30 -5.25
H -1.06 1.33 -5.88
H -2.00 0.21 -5.02
H 1.02 0.27 -5.03
H -0.24 -0.83 -4.44
H 0.92 -0.09 -3.28
*
```

Löwdin population analysis, charges in e, atoms 1 to 8: 0.453, -0.594, 0.021, -0.067, 0.051, 0.955, -0.238, -0.276

=====

(2)
A 12-piece molecular cluster, C21H53N21O9 overall, computed with ωB97M-V with the def2-TZVPD basis set.

Output
**<S²>**: 0.750
**Kohn-Sham gap (alpha / beta)**: 2.155 / 7.740 eV
**Strongest force on any atom**: 0.189 Eh/bohr
**LUMO (alpha / beta)**: 2.00 / 1.95 eV

The geometry in ORCA input format:
```
! wB97M-V def2-TZVPD RIJCOSX def2/J DEFGRID3
* xyz -1 2
C -3.78 3.24 -1.33
O -5.05 3.27 -1.54
N -3.02 2.78 -0.41
N -2.91 3.58 -2.20
H -2.05 3.07 -0.36
H -3.47 2.37 0.40
H -3.29 3.66 -3.13
H -1.95 3.30 -2.04
C -0.18 3.77 2.41
O -1.20 3.45 1.85
N 0.84 2.94 2.44
N -0.01 4.84 3.16
H 0.87 2.17 1.80
H 1.60 3.10 3.08
H 0.71 4.86 3.87
H -0.71 5.57 3.13
C -0.60 -0.30 0.34
O -0.88 -1.18 1.19
N -1.23 0.01 -0.75
N 0.63 0.00 0.16
H -0.98 0.86 -1.24
H -2.16 -0.34 -0.95
H 1.34 -0.16 0.85
H 0.77 0.68 -0.57
C 3.55 -0.27 -1.84
O 3.39 0.77 -1.21
N 4.79 -0.69 -2.28
N 2.64 -1.15 -2.09
H 4.84 -1.61 -2.69
H 5.58 -0.10 -2.06
H 1.86 -0.99 -1.46
H 2.79 -1.94 -2.69
C 1.83 -3.70 0.85
O 1.61 -3.46 -0.27
N 1.12 -3.15 1.83
N 2.65 -4.57 1.30
H 0.60 -2.36 1.46
H 1.41 -3.08 2.79
H 2.68 -4.84 2.27
H 3.24 -5.02 0.61
C -1.32 -4.87 -1.66
O -0.45 -5.44 -2.29
N -2.55 -5.22 -1.64
N -0.99 -3.81 -0.99
H -3.26 -4.59 -1.29
H -2.88 -6.04 -2.12
H 0.02 -3.88 -0.89
H -1.42 -2.96 -0.67
C 4.74 2.69 1.50
O 5.20 3.19 2.59
N 4.89 3.28 0.43
N 4.26 1.41 1.30
H 4.77 2.81 -0.46
H 5.31 4.20 0.53
H 3.99 0.84 2.09
H 3.92 1.15 0.39
C 0.47 3.15 -1.85
O -0.38 2.39 -1.65
N 1.73 3.06 -1.47
N 0.31 4.25 -2.49
H 2.10 2.24 -1.01
H 2.38 3.80 -1.71
H -0.51 4.51 -3.02
H 1.17 4.65 -2.82
C -2.78 -4.15 2.77
O -3.69 -4.72 3.47
N -2.10 -4.81 1.99
N -2.70 -2.89 2.83
H -2.50 -5.71 1.76
H -1.43 -4.39 1.36
H -2.12 -2.34 2.21
H -3.23 -2.44 3.56
C 0.28 0.28 -5.24
C -0.84 -0.15 -6.16
C -2.20 -0.05 -5.46
C -2.46 -0.86 -4.25
N -2.63 -1.48 -3.32
H 0.07 1.25 -4.80
H 1.34 0.24 -5.48
H 0.14 -0.42 -4.41
H -0.73 -1.20 -6.47
H -0.98 0.45 -7.06
H -2.92 -0.42 -6.19
H -2.38 0.98 -5.14
N -3.60 0.43 1.53
C -4.41 -0.49 0.98
C -5.72 0.01 0.89
C -5.76 1.14 1.65
C -4.42 1.48 1.90
H -2.59 0.40 1.55
H -4.07 -1.40 0.52
H -6.56 -0.41 0.36
H -6.64 1.69 1.95
H -3.97 2.29 2.45
N 2.38 0.10 5.14
C 2.20 -0.46 3.94
C 3.46 -0.89 3.43
C 4.40 -0.33 4.36
C 3.66 0.36 5.36
H 1.67 0.29 5.83
H 1.19 -0.58 3.58
H 3.74 -1.56 2.64
H 5.47 -0.45 4.30
H 4.02 1.00 6.15
*
```

Löwdin population analysis, charges in e, atoms 1 to 8: -0.727, -0.037, 0.168, 0.134, 0.082, 0.055, 0.113, 0.048

=====

(3)
A 4-piece molecular cluster, C21H53N3O7 overall, computed with ωB97M-V with the def2-TZVPD basis set.

Output
**Kohn-Sham gap**: 9.173 eV
**Strongest force on any atom**: 0.041 Eh/bohr
**Energy above the lowest of the compared OMol25 structures with the same formula, charge and spin**: 31.7 kJ/mol
**LUMO**: 0.76 eV
**SMILES string**: COCCNCCOC.COCCNCCOC.COCCNCCOC.CC(C)O

The geometry in ORCA input format:
```
! wB97M-V def2-TZVPD RIJCOSX def2/J DEFGRID3
* xyz 0 1
C -15.49 -14.06 17.55
O -15.57 -12.83 18.22
C -16.38 -11.90 17.53
C -16.46 -10.62 18.31
N -15.22 -9.90 18.27
C -15.01 -8.86 19.25
C -14.93 -9.37 20.69
O -13.82 -10.25 20.76
C -13.08 -10.11 21.92
H -16.49 -14.53 17.48
H -14.88 -14.72 18.16
H -15.01 -13.95 16.57
H -17.38 -12.35 17.36
H -16.01 -11.77 16.50
H -16.73 -10.96 19.33
H -17.29 -10.01 17.95
H -14.40 -10.49 18.21
H -15.77 -8.08 19.12
H -14.03 -8.43 19.04
H -15.84 -9.94 20.93
H -14.83 -8.58 21.44
H -12.30 -10.87 22.05
H -13.72 -10.17 22.82
H -12.59 -9.13 22.09
C -7.55 -14.97 29.10
O -6.19 -14.72 29.32
C -5.43 -15.93 29.33
C -4.00 -15.60 29.66
N -3.11 -16.66 29.14
C -1.71 -16.43 29.54
C -0.85 -15.75 28.47
O -1.58 -14.71 27.86
C -0.84 -13.95 26.95
H -7.97 -15.66 29.84
H -7.77 -15.36 28.10
H -8.03 -13.99 29.15
H -5.47 -16.24 28.27
H -5.84 -16.69 29.99
H -3.82 -15.51 30.74
H -3.70 -14.62 29.27
H -3.11 -16.49 28.14
H -1.25 -17.41 29.69
H -1.69 -15.91 30.50
H -0.64 -16.50 27.69
H 0.09 -15.44 28.93
H 0.24 -14.17 27.01
H -0.93 -12.87 27.12
H -1.14 -14.17 25.92
C -9.96 -10.97 32.95
O -10.38 -10.47 31.70
C -10.24 -11.43 30.66
C -10.92 -10.85 29.44
N -10.34 -9.59 28.98
C -8.95 -9.74 28.51
C -7.94 -8.90 29.27
O -7.34 -7.94 28.44
C -6.34 -7.23 29.12
H -10.46 -11.91 33.19
H -10.23 -10.26 33.73
H -8.87 -11.08 32.97
H -10.67 -12.39 30.98
H -9.15 -11.57 30.53
H -11.96 -10.70 29.74
H -10.94 -11.55 28.61
H -10.31 -8.99 29.79
H -8.92 -9.41 27.46
H -8.67 -10.79 28.45
H -7.22 -9.53 29.82
H -8.45 -8.40 30.12
H -5.46 -7.88 29.30
H -6.71 -6.85 30.08
H -5.99 -6.42 28.50
C -9.20 -12.60 26.56
C -10.51 -12.46 25.81
C -10.39 -12.66 24.32
O -11.40 -13.43 26.40
H -8.66 -13.48 26.17
H -9.43 -12.85 27.59
H -8.52 -11.78 26.38
H -10.88 -11.44 26.00
H -10.07 -13.68 24.06
H -9.56 -12.05 23.97
H -11.28 -12.46 23.73
H -12.11 -13.60 25.77
*
```

Löwdin population analysis, charges in e, atoms 1 to 8: -0.123, -0.189, -0.246, -0.224, -0.062, -0.200, -0.212, -0.181

=====

> What is the formula in the third record?

C21H53N3O7

=====

> strongest force on any atom of number 1 (C21H53AsF6MgN2O15)?

0.084 Eh/bohr

=====

> Which of these has the lowest strongest force on any atom?

C21H53N3O7

=====

> Which of these has the highest strongest force on any atom?

C21H53N21O9